# 1
Molecular formula: C27H28HfN3S2
Method: DFT, ωB97M-V/def2-TZVPD

XYZ file:
```
61
C27H28HfN3S2 (ωB97M-V/def2-TZVPD)
Hf 0.045 0.279 0.830
C -1.375 -1.377 2.375
C -2.256 -1.898 1.271
C -3.577 -2.231 1.504
C -4.381 -2.630 0.441
C -3.879 -2.664 -0.849
C -2.550 -2.347 -1.132
C -2.078 -2.355 -2.556
C -1.747 -2.007 -0.037
N -0.366 -1.639 -0.172
C 0.573 -2.328 -0.730
C 0.442 -3.678 -1.310
C 1.913 -1.618 -0.723
C 3.063 -2.187 -1.454
N 1.890 -0.496 -0.085
C 3.002 0.381 0.136
C 4.167 -0.056 0.786
C 4.377 -1.453 1.290
C 5.160 0.899 0.992
C 4.998 2.215 0.590
C 3.812 2.632 0.000
C 2.791 1.724 -0.218
C 1.485 2.203 -0.801
H -1.553 -1.841 3.349
H -1.548 -0.306 2.599
H -0.294 -1.600 2.240
H -3.982 -2.190 2.507
H -5.412 -2.903 0.620
H -4.534 -2.942 -1.665
H -2.855 -1.949 -3.201
H -1.888 -3.374 -2.901
H -1.175 -1.764 -2.714
H -0.478 -4.161 -0.986
H 1.302 -4.292 -1.041
H 0.431 -3.613 -2.404
H 2.739 -2.560 -2.427
H 3.472 -3.043 -0.908
H 3.853 -1.450 -1.580
H 3.448 -2.008 1.427
H 4.885 -1.423 2.252
H 5.019 -2.022 0.614
H 6.077 0.602 1.484
H 5.798 2.925 0.751
H 3.687 3.666 -0.296
H 1.612 2.737 -1.747
H 0.961 2.898 -0.139
H 0.795 1.395 -1.143
S 0.520 1.456 2.903
C -0.730 2.359 2.024
N -1.263 1.921 0.855
C -2.169 2.847 0.327
C -2.879 2.717 -0.862
C -3.727 3.748 -1.215
C -3.877 4.880 -0.406
C -3.180 5.013 0.780
C -2.320 3.980 1.133
S -1.317 3.858 2.555
H -2.779 1.840 -1.490
H -4.293 3.681 -2.134
H -4.555 5.664 -0.714
H -3.303 5.886 1.406
```

Summary:
Kohn-Sham gap = 0.231 hartree
largest force on an atom = 0.370 eV/Å
net charge = +3
HOMO level = -0.6386 Eh
energy above the lowest of the compared OMol25 structures with the same formula, charge and spin = 0.0 kJ/mol
E_LUMO = -11.0800 eV


# 2
Molecular formula: C29H45AsBrN5OPdS4Si2Te
Method: DFT, ωB97M-V/def2-TZVPD

XYZ file:
```
90
C29H45AsBrN5OPdS4Si2Te (ωB97M-V/def2-TZVPD)
Pd -1.671 1.008 -0.075
S -5.258 0.645 -2.998
As -4.856 1.092 -1.019
S -3.405 -0.488 -0.194
S -3.164 2.602 -0.840
S -6.268 1.459 0.458
Br 3.038 -4.564 -3.795
C 2.981 -2.746 -4.318
C 2.803 -2.413 -5.650
C 2.780 -1.075 -6.009
C 2.885 -0.073 -5.050
C 3.082 -0.428 -3.715
C 3.143 -1.762 -3.354
N 2.923 1.260 -5.560
N 2.664 2.276 -4.886
C 1.839 2.277 -3.736
C 2.129 3.254 -2.803
C 1.487 3.333 -1.567
C 0.489 2.426 -1.234
O -0.108 2.405 -0.074
C 0.074 1.511 -2.262
N -1.027 0.746 -1.981
C -1.565 -0.029 -2.893
C -1.024 -0.100 -4.186
C 0.097 0.615 -4.490
C 0.709 1.437 -3.513
H 2.696 -3.186 -6.397
H 2.675 -0.784 -7.047
H 3.226 0.332 -2.959
H 3.318 -2.040 -2.325
H 2.921 3.951 -3.050
H 1.755 4.097 -0.849
H -2.464 -0.564 -2.617
H -1.525 -0.705 -4.927
H 0.498 0.584 -5.494
C 0.715 -4.714 1.385
Si -0.970 -4.286 0.686
C -1.576 -5.637 -0.450
C -2.195 -3.961 2.058
C -0.801 -2.704 -0.327
Te -0.140 -1.060 0.858
C 1.775 -0.950 -0.069
Si 3.202 -0.270 0.972
C 4.778 -0.795 0.110
C 3.116 1.591 1.065
C 3.137 -1.029 2.684
H 0.664 -5.610 2.008
H 1.107 -3.904 2.006
H 1.435 -4.909 0.585
H -1.671 -6.582 0.091
H -0.886 -5.797 -1.282
H -2.556 -5.391 -0.865
H -2.393 -4.871 2.629
H -3.145 -3.601 1.655
H -1.825 -3.206 2.757
H -1.757 -2.408 -0.763
H -0.069 -2.794 -1.133
H 1.650 -0.398 -1.003
H 1.989 -1.992 -0.319
H 4.863 -0.352 -0.885
H 4.831 -1.881 0.003
H 5.651 -0.478 0.685
H 3.362 2.037 0.099
H 3.834 1.965 1.800
H 2.124 1.955 1.341
H 3.509 -2.056 2.670
H 2.125 -1.052 3.094
H 3.763 -0.459 3.374
C -4.526 3.518 2.999
C -4.101 2.279 3.780
N -2.643 2.157 3.928
C -2.065 2.538 5.215
C -1.847 4.039 5.366
C -1.878 1.813 2.879
C -0.385 1.854 3.017
N -2.409 1.426 1.759
H -5.611 3.532 2.901
H -4.118 3.522 1.989
H -4.205 4.426 3.512
H -4.502 1.375 3.315
H -4.511 2.311 4.789
H -1.136 1.993 5.367
H -2.752 2.185 5.985
H -1.318 4.449 4.505
H -1.261 4.249 6.262
H -2.797 4.567 5.455
H -0.036 0.981 3.575
H -0.061 2.748 3.546
H 0.063 1.864 2.028
H -3.423 1.420 1.720
```

Summary:
Kohn-Sham gap = 0.221 hartree
largest force on an atom = 1.108 eV/Å
net charge = 0
HOMO level = -0.2738 Eh
energy above the lowest of the compared OMol25 structures with the same formula, charge and spin = 102.7 kJ/mol
E_LUMO = -1.4307 eV


# 3
Molecular formula: C17H16N8O
Method: DFT, ωB97M-V/def2-TZVPD

XYZ file:
```
42
C17H16N8O (ωB97M-V/def2-TZVPD)
C 2.215 2.940 3.877
N 2.593 2.351 2.594
C 1.676 1.545 1.897
C 2.421 1.015 0.866
N 2.040 0.066 -0.107
C 0.790 -0.318 -0.461
N -0.200 -0.162 0.413
C -1.423 -0.517 0.055
C -2.420 -0.425 1.106
C -3.757 -0.141 0.824
N -4.617 -0.135 1.825
C -4.193 -0.356 3.049
N -5.025 -0.078 4.054
N -2.956 -0.411 3.400
C -2.046 -0.526 2.442
C -1.749 -0.911 -1.203
C -0.735 -1.051 -2.153
C -1.005 -1.496 -3.499
C 0.029 -1.597 -4.426
N 1.345 -1.294 -4.088
C 2.382 -1.564 -5.093
C 1.669 -0.969 -2.751
O 2.870 -0.900 -2.426
C 0.591 -0.831 -1.765
C 3.760 1.528 1.000
N 3.855 2.321 2.056
H 2.021 4.022 3.749
H 3.042 2.829 4.560
H 1.362 2.403 4.264
H 0.690 1.240 2.199
H 2.721 -0.229 -0.791
H -4.129 0.041 -0.142
H -4.511 0.147 4.891
H -5.775 0.521 3.713
H -1.024 -0.705 2.696
H -2.722 -1.179 -1.530
H -2.052 -1.675 -3.746
H -0.213 -1.998 -5.429
H 2.494 -2.653 -5.269
H 3.360 -1.123 -4.842
H 2.104 -1.098 -6.060
H 4.520 1.370 0.252
```

Summary:
Kohn-Sham gap = 0.279 hartree
largest force on an atom = 4.027 eV/Å
net charge = 0
HOMO level = -0.2771 Eh
E_LUMO = 0.0382 eV
SMILES = Cn1cc(Nc2nc(-c3cnc(N)nc3)cc3ccn(C)c(=O)c23)cn1


# 4
Molecular formula: C44H76N4O16
Method: DFT, ωB97M-V/def2-TZVPD

XYZ file:
```
140
C44H76N4O16 (ωB97M-V/def2-TZVPD)
C 13.844 13.109 13.523
C 12.979 14.126 13.068
C 11.834 13.500 12.689
N 11.977 12.098 12.750
C 13.231 11.887 13.263
H 14.809 13.225 13.995
H 13.177 15.187 13.030
H 10.899 13.922 12.352
H 11.218 11.457 12.570
H 13.511 10.875 13.515
C 9.670 9.844 9.568
C 9.336 9.565 8.275
C 9.677 10.644 7.528
N 10.417 11.509 8.342
C 10.398 11.013 9.612
H 9.323 9.309 10.440
H 8.743 8.727 7.939
H 9.605 10.934 6.490
H 10.868 12.370 8.066
H 10.902 11.592 10.372
C 10.449 10.319 15.261
C 9.234 9.768 14.848
C 8.302 10.205 15.770
N 8.965 11.090 16.642
C 10.276 11.052 16.422
H 11.395 10.200 14.753
H 9.022 9.134 13.999
H 7.235 10.057 15.852
H 8.455 11.627 17.329
H 10.981 11.580 17.046
C 8.202 12.869 11.153
C 8.072 14.034 11.936
C 8.264 13.691 13.290
N 8.380 12.351 13.368
C 8.442 11.863 12.085
H 8.175 12.736 10.081
H 7.939 15.063 11.635
H 8.198 14.356 14.138
H 8.415 11.831 14.233
H 8.654 10.808 11.990
C 20.877 11.276 11.728
O 19.595 11.113 12.301
C 18.485 11.045 11.512
O 18.558 11.091 10.274
O 17.408 10.979 12.237
C 16.156 11.140 11.690
H 20.862 10.534 10.930
H 21.706 11.024 12.388
H 21.047 12.261 11.292
H 15.386 10.840 12.400
H 16.018 10.519 10.804
H 15.993 12.136 11.278
C 14.489 11.326 16.572
O 15.691 11.719 15.893
C 16.857 11.445 16.390
O 17.157 10.892 17.507
O 17.750 11.907 15.472
C 19.133 11.781 15.661
H 13.577 11.610 16.047
H 14.420 11.846 17.527
H 14.442 10.310 16.963
H 19.491 10.801 15.347
H 19.421 11.806 16.712
H 19.732 12.496 15.097
C 13.294 7.493 14.662
O 13.807 7.961 13.435
C 13.015 8.302 12.478
O 11.807 8.378 12.567
O 13.798 8.602 11.446
C 13.239 8.809 10.124
H 14.154 7.314 15.308
H 12.774 6.554 14.471
H 12.589 8.181 15.127
H 13.650 9.635 9.543
H 12.169 8.988 10.232
H 13.404 7.875 9.587
C 10.296 16.171 8.181
O 11.624 15.987 8.644
C 12.217 14.781 8.664
O 11.778 13.705 8.155
O 13.367 14.856 9.370
C 14.192 13.714 9.683
H 9.894 17.181 8.100
H 9.562 15.495 8.620
H 10.313 15.863 7.135
H 14.671 13.809 10.657
H 14.993 13.585 8.955
H 13.715 12.739 9.778
C 14.961 15.176 17.409
C 14.826 16.204 18.488
C 15.860 17.259 18.144
O 16.295 16.890 16.854
C 15.494 15.903 16.234
H 13.980 14.748 17.204
H 15.619 14.374 17.742
H 15.026 15.776 19.470
H 13.833 16.655 18.479
H 16.613 17.152 18.925
H 15.447 18.268 18.129
H 16.028 15.200 15.595
H 14.808 16.402 15.550
C 10.857 17.302 13.143
C 10.903 17.682 11.686
C 10.764 19.209 11.681
O 10.766 19.565 12.999
C 10.316 18.523 13.832
H 11.860 17.006 13.451
H 10.190 16.461 13.329
H 10.175 17.117 11.103
H 11.898 17.364 11.374
H 9.843 19.528 11.193
H 11.653 19.664 11.244
H 9.257 18.462 14.081
H 10.777 18.632 14.814
C 17.818 14.943 12.699
C 19.057 15.081 13.601
C 19.264 16.624 13.577
O 17.950 17.119 13.736
C 17.129 16.341 12.871
H 17.163 14.102 12.926
H 18.096 14.794 11.656
H 19.909 14.499 13.248
H 18.734 14.759 14.591
H 19.702 16.986 12.646
H 19.990 16.913 14.336
H 17.078 16.807 11.887
H 16.147 16.258 13.337
C 9.993 15.935 17.858
C 11.090 15.196 17.119
C 10.510 14.820 15.778
O 9.278 15.554 15.754
C 9.157 16.608 16.670
H 10.373 16.689 18.547
H 9.342 15.248 18.398
H 11.337 14.337 17.743
H 11.975 15.822 17.008
H 10.325 13.747 15.713
H 11.191 15.000 14.947
H 8.080 16.702 16.811
H 9.641 17.518 16.318
```

Summary:
Kohn-Sham gap = 0.293 hartree
largest force on an atom = 5.185 eV/Å
net charge = 0
HOMO level = -0.2814 Eh
energy above the lowest of the compared OMol25 structures with the same formula, charge and spin = 0.0 kJ/mol
E_LUMO = 0.3032 eV
SMILES = c1cc[nH]c1.c1cc[nH]c1.c1cc[nH]c1.c1cc[nH]c1.COC(=O)OC.COC(=O)OC.COC(=O)OC.COC(=O)OC.C1CCOC1.C1CCOC1.C1CCOC1.C1CCOC1